{
  "formula": "C35H34N9O6SV",
  "method": "ωB97M-V/def2-TZVPD",
  "e_homo_ev": [-16.947, -16.947],
  "orbital_gap_ev": [5.846, 6.340],
  "e_above_lowest_kj_mol": 46.8,
  "spin_multiplicity": 2,
  "total_charge": 3,
  "e_lumo_ev": [-11.10, -10.61],
  "s2": 0.775,
  "elements": ["V", "O", "C", "O", "C", "C", "C", "C", "C", "C", "N", "C", "C", "C", "C", "C", "C", "N", "H", "H", "H", "H", "H", "H", "H", "H", "H", "H", "O", "C", "O", "C", "C", "N", "N", "C", "C", "O", "O", "H", "H", "H", "N", "S", "C", "C", "C", "C", "C", "C", "C", "C", "C", "C", "C", "C", "H", "H", "H", "H", "H", "H", "H", "H", "H", "H", "H", "C", "C", "C", "C", "N", "C", "N", "N", "N", "H", "H", "H", "H", "H", "H", "H", "H", "H", "H"],
  "positions_angstrom": [[1.43715, 0.66535, -0.30543], [-2.79236, 0.43863, 6.45329], [-2.42489, 1.41136, 5.52243], [-3.10378, 2.43160, 5.45511], [-1.26707, 1.06680, 4.64926], [-0.39935, -0.02109, 4.76471], [0.51540, -0.28270, 3.76147], [0.62231, 0.58653, 2.71107], [-0.21071, 1.68188, 2.58499], [-1.21746, 1.90581, 3.53824], [1.74743, 0.52924, 1.76173], [2.95778, 0.73742, 2.21515], [3.98977, 0.88276, 1.25452], [5.21997, 1.42923, 1.53941], [6.16354, 1.75779, 0.53873], [5.74556, 1.52014, -0.78194], [4.49122, 0.95837, -0.98238], [3.59692, 0.71821, -0.06098], [-2.91819, 0.81913, 7.30096], [-0.46895, -0.59762, 5.70648], [1.19446, -1.12047, 3.83911], [-0.10260, 2.33287, 1.70396], [-1.94493, 2.72268, 3.47118], [3.13161, 0.91496, 3.25494], [5.51057, 1.55093, 2.61313], [7.13535, 2.09800, 0.71428], [6.48311, 1.70019, -1.50884], [4.25325, 0.70691, -1.97709], [0.75630, 4.64198, -4.42683], [0.93835, 3.47026, -5.01040], [0.76655, 3.23230, -6.18786], [1.32547, 2.35861, -4.11064], [1.53774, 1.02607, -4.54674], [1.67388, 0.23495, -3.46116], [1.55527, 0.91698, -2.31416], [1.38209, 2.20792, -2.71699], [1.02086, 3.10561, -1.61641], [0.67420, 4.24789, -1.75150], [1.14893, 2.39243, -0.49752], [0.69389, 4.60601, -3.47186], [1.76216, 0.61996, -5.56433], [1.90948, -0.75594, -3.49309], [-0.41662, 0.34827, -0.20128], [-1.46699, -0.38379, -1.37854], [-1.77411, 0.89663, -2.64590], [-1.76275, 0.58201, -4.00299], [-2.15474, 1.52618, -4.93354], [-2.41593, 2.82191, -4.47263], [-2.27131, 3.18081, -3.14455], [-2.00749, 2.21480, -2.20583], [-3.04251, -0.38394, -0.40402], [-4.27468, -0.27584, -1.06164], [-5.39451, -0.38713, -0.25372], [-5.33851, -0.78024, 1.08080], [-4.08068, -0.88928, 1.71411], [-2.92831, -0.71929, 0.92723], [-1.11076, 0.69813, 0.49512], [-1.47304, -0.45207, -4.33203], [-2.22408, 1.31422, -5.97768], [-2.85397, 3.54297, -5.15785], [-2.49523, 4.15865, -2.73259], [-1.99529, 2.41689, -1.13339], [-4.34272, 0.01763, -2.11116], [-6.34865, -0.27499, -0.78036], [-6.24978, -0.99151, 1.67815], [-3.93122, -1.27714, 2.75476], [-2.00104, -0.74564, 1.45919], [0.12004, -4.70455, 2.75723], [0.05031, -5.16488, 1.32210], [-1.13728, -4.59533, 0.54543], [1.38596, -4.77974, 0.60396], [1.42801, -3.51256, -0.10034], [1.58478, -2.32242, 0.42706], [1.75639, -1.45265, -0.52205], [1.72102, -2.20203, -1.71231], [1.49935, -3.38937, -1.45104], [-0.79266, -4.97843, 3.20916], [0.35663, -3.62033, 2.71575], [0.88244, -5.14598, 3.42694], [0.03240, -6.27185, 1.31568], [-1.34129, -3.52537, 0.84156], [-2.03123, -5.16350, 0.83150], [-1.03699, -4.66813, -0.52174], [1.62650, -5.49858, -0.18928], [2.24246, -4.82453, 1.26672], [1.51777, -2.18793, 1.48601]],
  "forces_ev_per_angstrom": [[-0.4, -0.9, 1.1], [2.0, -0.4, -2.6], [-2.9, 0.9, 2.5], [2.2, -1.9, -0.5], [-0.7, 0.3, -1.0], [-0.9, 0.0, 1.3], [0.5, -0.6, 0.7], [0.9, 0.8, -0.7], [-1.0, 0.7, -0.4], [0.9, -0.1, -0.7], [0.1, 0.0, 0.7], [-2.3, -0.2, -0.6], [0.9, 1.0, -2.1], [1.4, -0.1, 1.8], [-2.9, -1.2, -1.3], [0.6, -0.1, 3.0], [0.6, 0.4, -0.8], [-0.2, -0.1, 1.6], [-0.7, 0.9, 1.3], [0.1, 0.0, -0.9], [0.1, -0.1, 0.1], [0.0, -0.1, 0.6], [0.4, -0.3, -0.1], [0.1, -0.1, 0.7], [-0.3, 0.0, -1.0], [1.2, 0.6, 0.6], [0.3, 0.1, -1.4], [-0.6, -0.2, -1.1], [-0.2, 0.2, -1.5], [-0.4, 0.0, -1.3], [0.3, 0.5, 1.5], [0.3, -2.3, 1.0], [0.9, 0.0, -0.3], [0.1, 0.1, -1.1], [0.2, 0.8, -1.6], [-0.7, -0.4, -0.8], [0.2, 0.9, -1.0], [0.2, -0.8, 1.0], [0.4, 1.2, 1.0], [0.2, 0.0, 0.8], [-0.6, 0.5, 1.0], [-0.2, 0.1, 0.4], [-1.9, -0.8, -0.5], [-0.1, 1.0, 0.1], [0.3, 0.5, 0.8], [0.4, -2.0, 0.0], [0.2, 1.0, 1.0], [-0.6, 0.1, -0.8], [-0.5, 0.1, 0.8], [0.4, -1.4, 0.4], [0.6, -0.3, -1.1], [0.9, 0.7, 0.5], [-0.9, -0.5, -0.9], [0.5, 0.0, 1.2], [-0.1, -0.9, -0.5], [-0.9, 0.4, 1.0], [1.2, 0.1, -0.2], [-0.5, 1.0, 0.3], [-0.1, -0.3, -0.4], [0.4, 0.0, -0.1], [0.0, 0.2, -0.6], [-0.1, 0.2, -0.3], [-0.1, -0.3, 0.3], [0.2, 0.0, 0.5], [0.6, 0.3, -0.7], [-0.5, 0.7, -1.0], [0.6, -0.3, 0.0], [1.1, 0.6, 0.0], [1.5, -0.3, -0.8], [-0.7, 0.4, 1.4], [-0.1, -1.9, -0.7], [0.0, 0.0, -0.3], [-0.3, -0.3, 0.5], [0.0, 0.3, -1.4], [-0.1, 2.4, 0.3], [0.1, -1.7, 0.8], [-1.3, 0.5, 0.8], [-0.7, -0.3, 0.6], [0.0, -0.1, -0.8], [-0.1, 0.5, -0.2], [0.3, -0.9, -0.3], [0.1, 0.2, -0.1], [0.1, -0.1, -0.5], [-0.2, 0.0, 0.2], [0.1, 0.2, 0.3], [0.1, 0.4, 0.3]]
}

{
  "formula": "C35H35Br2CdN9OP",
  "method": "ωB97M-V/def2-TZVPD",
  "e_homo_ev": -9.279,
  "orbital_gap_ev": 6.928,
  "e_above_lowest_kj_mol": 0.0,
  "total_charge": 1,
  "e_lumo_ev": -2.35,
  "elements": ["Cd", "C", "C", "C", "C", "C", "N", "C", "C", "C", "C", "C", "C", "C", "N", "C", "C", "C", "N", "C", "C", "N", "C", "C", "C", "N", "H", "H", "H", "H", "H", "H", "H", "H", "H", "H", "H", "H", "H", "H", "H", "H", "H", "H", "Br", "C", "C", "C", "Br", "C", "C", "C", "C", "N", "C", "C", "O", "H", "H", "H", "H", "C", "N", "C", "N", "C", "N", "C", "P", "C", "C", "H", "H", "H", "H", "H", "H", "H", "H", "H", "H", "H", "H", "H"],
  "positions_angstrom": [[-1.17901, -0.25734, 0.08460], [-2.67749, -6.15974, -3.50275], [-1.96162, -5.11128, -2.69622], [-1.25289, -5.43103, -1.54114], [-0.65867, -4.45290, -0.77085], [-0.69699, -3.08842, -1.10490], [-0.14429, -2.12664, -0.26292], [0.97649, -2.48966, 0.47502], [2.13039, -2.98706, -0.15701], [3.27963, -3.30102, 0.53772], [3.36856, -3.12500, 1.92182], [4.62898, -3.45257, 2.67714], [2.24344, -2.63855, 2.56471], [1.07347, -2.34329, 1.86417], [-0.05651, -1.94164, 2.64283], [-0.58670, -2.58112, 3.70251], [-1.58177, -1.77757, 4.21510], [-1.57930, -0.64927, 3.38732], [-0.64897, -0.74877, 2.44266], [-1.36974, -2.78441, -2.30120], [-2.00783, -3.77365, -3.04595], [-1.39233, -1.47189, -2.88039], [-1.26318, -1.18867, -4.19371], [-1.44778, 0.16338, -4.35609], [-1.68215, 0.64061, -3.06197], [-1.65240, -0.34977, -2.18112], [-2.13467, -7.10447, -3.48826], [-2.79219, -5.85174, -4.54160], [-3.67570, -6.34937, -3.10283], [-1.18473, -6.46517, -1.22382], [-0.14716, -4.74022, 0.13933], [2.09187, -3.12484, -1.23066], [4.13564, -3.68522, -0.00507], [5.16700, -4.27150, 2.20158], [4.40974, -3.74576, 3.70362], [5.30991, -2.59861, 2.71624], [2.24815, -2.50560, 3.64240], [-0.22755, -3.55256, 3.99755], [-2.21978, -1.98245, 5.05606], [-2.19813, 0.23351, 3.43188], [-2.55678, -3.47549, -3.93127], [-1.03597, -1.96296, -4.90523], [-1.39769, 0.72514, -5.27114], [-1.85112, 1.65073, -2.72325], [-0.18777, 4.82158, -0.42082], [-1.82970, 3.98123, 0.01538], [-2.97212, 4.78822, 0.12923], [-4.18026, 4.23391, 0.42920], [-5.69575, 5.35393, 0.57035], [-4.29326, 2.83411, 0.62263], [-5.50687, 2.18193, 0.94378], [-5.54134, 0.82834, 1.10002], [-4.35261, 0.10147, 0.92957], [-3.20838, 0.67225, 0.64547], [-3.13781, 2.03096, 0.49281], [-1.83895, 2.60495, 0.18397], [-0.76880, 1.88619, 0.08247], [-2.88480, 5.85393, -0.02914], [-6.40422, 2.77389, 1.05950], [-6.45770, 0.31214, 1.34727], [-4.34670, -0.97841, 1.02835], [3.59853, 3.22716, 2.29387], [3.35220, 1.72810, 2.04194], [3.63512, 0.98262, 3.35269], [2.85388, 1.49908, 4.41634], [3.10578, 2.92970, 4.58574], [2.81558, 3.69731, 3.37987], [1.37517, 3.71092, 3.05268], [0.65488, 2.02551, 2.74607], [1.95345, 1.47091, 1.55456], [1.42161, 1.21560, 4.23818], [3.35192, 3.74509, 1.36791], [4.66409, 3.31678, 2.50920], [4.01027, 1.39919, 1.33522], [4.69883, 1.12727, 3.54823], [3.42197, -0.07072, 3.16545], [4.15423, 3.07392, 4.85417], [2.48299, 3.30200, 5.39685], [1.22679, 4.31571, 2.15627], [0.82412, 4.19836, 3.85756], [1.81070, 2.00424, 0.61230], [1.86037, 0.39770, 1.36679], [1.28737, 0.13403, 4.15365], [0.88297, 1.53296, 5.13246]],
  "forces_ev_per_angstrom": [[0.1, -0.1, 0.1], [0.0, 0.0, 0.0], [0.0, 0.0, 0.0], [0.0, 0.0, 0.0], [0.0, 0.0, 0.1], [0.1, 0.0, 0.0], [-0.1, 0.0, 0.1], [0.0, 0.1, -0.1], [0.0, 0.0, 0.0], [0.0, 0.0, 0.0], [0.0, 0.0, 0.0], [0.0, 0.0, 0.0], [0.0, 0.0, 0.0], [0.0, 0.0, 0.1], [0.0, 0.1, -0.1], [0.0, 0.0, 0.0], [0.0, 0.0, 0.0], [0.0, 0.0, 0.0], [0.0, -0.1, 0.0], [-0.1, 0.1, -0.1], [0.0, 0.0, 0.0], [0.1, 0.0, 0.1], [0.0, 0.0, 0.0], [0.0, 0.0, 0.1], [0.0, 0.1, 0.0], [-0.1, -0.2, 0.0], [0.0, 0.0, 0.0], [0.0, 0.0, 0.0], [0.0, 0.0, 0.0], [0.0, 0.0, 0.0], [0.0, 0.0, 0.0], [0.0, 0.0, 0.0], [0.0, 0.0, 0.0], [0.0, 0.0, 0.0], [0.0, 0.0, 0.0], [0.0, 0.0, 0.0], [0.0, 0.0, 0.0], [0.0, 0.0, 0.0], [0.0, 0.0, 0.0], [0.0, 0.0, 0.0], [0.0, 0.0, 0.0], [0.0, 0.0, 0.0], [0.0, 0.0, 0.0], [0.0, 0.0, 0.0], [0.0, 0.0, 0.0], [-0.1, 0.1, 0.0], [0.1, 0.0, 0.0], [0.0, -0.1, 0.0], [0.0, 0.0, 0.0], [-0.1, 0.0, 0.0], [0.0, 0.1, 0.0], [0.0, -0.1, 0.0], [0.0, -0.1, 0.0], [0.2, 0.4, -0.1], [0.0, -0.1, 0.0], [0.0, 0.0, 0.1], [0.0, -0.2, -0.1], [0.0, 0.0, 0.0], [0.0, 0.0, 0.0], [0.0, 0.0, 0.0], [0.0, 0.0, 0.0], [0.0, -0.1, 0.0], [0.0, 0.0, 0.0], [0.1, 0.0, 0.0], [0.0, 0.0, 0.0], [0.0, 0.0, 0.0], [0.0, 0.0, -0.1], [0.3, -0.1, -0.1], [-0.5, 0.2, 0.4], [0.0, 0.0, -0.2], [0.0, -0.1, -0.1], [0.0, 0.0, 0.0], [0.0, 0.0, 0.0], [0.0, 0.0, 0.0], [0.0, 0.0, 0.0], [0.0, 0.0, 0.0], [0.0, 0.0, 0.0], [0.0, 0.0, 0.0], [0.0, 0.0, 0.0], [0.0, 0.0, 0.1], [0.0, 0.0, 0.0], [0.0, 0.0, 0.0], [0.0, 0.0, 0.0], [0.0, 0.0, 0.0]]
}

{
  "formula": "C35H36Cl3N9O3RhS",
  "method": "ωB97M-V/def2-TZVPD",
  "e_homo_ev": -10.154,
  "orbital_gap_ev": 7.160,
  "e_above_lowest_kj_mol": 35.2,
  "total_charge": 1,
  "e_lumo_ev": -2.99,
  "elements": ["Rh", "Cl", "C", "C", "C", "N", "C", "O", "C", "C", "C", "C", "C", "N", "C", "C", "C", "Cl", "N", "C", "O", "C", "C", "C", "C", "C", "N", "H", "H", "H", "H", "H", "H", "H", "H", "H", "H", "N", "C", "N", "S", "H", "H", "H", "H", "C", "C", "C", "C", "C", "O", "C", "C", "C", "C", "C", "C", "Cl", "C", "C", "C", "N", "C", "N", "C", "N", "H", "H", "H", "H", "H", "H", "H", "H", "H", "H", "H", "H", "H", "H", "H", "H", "H", "H", "H", "H", "H", "H"],
  "positions_angstrom": [[2.25159, -0.03967, -1.08756], [-1.66301, 5.46572, -0.35828], [-0.56625, 4.30293, -1.01229], [-0.06592, 3.32186, -0.16280], [0.80099, 2.36099, -0.66146], [1.33226, 1.27735, 0.07113], [0.83636, 0.81472, 1.23564], [0.00955, 1.34048, 1.96403], [1.41877, -0.53889, 1.60538], [1.15042, -1.08859, 2.84270], [1.66980, -2.33548, 3.15148], [2.43424, -2.99753, 2.20201], [2.65162, -2.39070, 0.97816], [2.16283, -1.18330, 0.68595], [1.18894, 2.40866, -2.01482], [0.67896, 3.37996, -2.85236], [-0.20784, 4.32944, -2.35241], [-0.84395, 5.51778, -3.42764], [2.16339, 1.44291, -2.41978], [3.38002, 1.99018, -2.75458], [3.58688, 2.88109, -3.54351], [4.49846, 1.51844, -1.84664], [5.78553, 2.01136, -1.95139], [6.68662, 1.74073, -0.93554], [6.26144, 1.01534, 0.17059], [4.96113, 0.54594, 0.20492], [4.11139, 0.77152, -0.80220], [-0.35912, 3.30721, 0.87452], [0.52844, -0.53007, 3.52744], [1.47389, -2.78035, 4.11856], [2.84951, -3.97636, 2.39572], [3.22346, -2.87682, 0.19794], [0.97866, 3.41170, -3.88932], [6.03151, 2.62099, -2.80979], [7.70055, 2.11401, -0.98673], [6.92127, 0.82230, 1.00443], [4.57574, -0.02081, 1.04327], [5.26655, -2.24028, -1.57355], [4.39406, -2.47617, -2.55899], [4.61548, -3.53155, -3.34625], [3.03772, -1.50404, -2.86888], [6.08559, -2.81141, -1.44382], [5.20866, -1.37206, -1.06947], [5.49645, -4.01853, -3.35542], [3.95883, -3.72609, -4.08342], [-3.21544, 2.03017, -0.88622], [-4.38499, 1.07461, -0.63655], [-5.41204, 1.26657, -1.76174], [-5.04276, 1.49076, 0.68481], [-3.90711, -0.41867, -0.57167], [-5.03640, -1.29136, -0.59903], [-3.03720, -0.72465, 0.67711], [-3.81287, -1.26989, 1.88393], [-2.89219, -1.53030, 3.04859], [-2.49482, -0.49286, 3.88796], [-1.64901, -0.72075, 4.96161], [-1.18286, -2.00616, 5.18811], [-0.08270, -2.29909, 6.50574], [-1.55786, -3.05732, 4.36996], [-2.41142, -2.81003, 3.30379], [-3.18195, -0.81390, -1.89393], [-1.74343, -1.03411, -1.78872], [-0.75612, -0.15253, -1.72678], [0.38571, -0.79911, -1.51814], [0.01983, -2.10932, -1.47168], [-1.26335, -2.28778, -1.62697], [-3.57696, 3.05949, -0.86282], [-2.77024, 1.89031, -1.87474], [-2.43514, 1.94745, -0.12803], [-5.85833, 2.25803, -1.67519], [-6.21077, 0.52847, -1.71729], [-4.95849, 1.21348, -2.75305], [-5.39775, 2.51819, 0.59908], [-4.34209, 1.45807, 1.51988], [-5.91357, 0.87840, 0.93443], [-5.65360, -1.02748, 0.09218], [-2.47024, 0.15990, 0.97881], [-2.29695, -1.48969, 0.43739], [-4.30119, -2.20156, 1.59866], [-4.59467, -0.57738, 2.19946], [-2.85550, 0.51326, 3.70751], [-1.34954, 0.08786, 5.61438], [-1.20069, -4.05761, 4.57529], [-2.72144, -3.63310, 2.67028], [-3.34270, -0.07785, -2.67543], [-3.59507, -1.76268, -2.22441], [-0.87373, 0.91291, -1.81945], [0.71616, -2.91771, -1.33204]],
  "forces_ev_per_angstrom": [[0.1, 0.1, -0.1], [0.0, 0.0, 0.0], [0.0, 0.0, 0.0], [0.0, 0.0, 0.0], [0.0, 0.0, 0.0], [0.0, 0.0, 0.0], [0.0, 0.0, 0.0], [0.0, 0.0, 0.0], [0.0, 0.0, 0.0], [0.0, 0.0, 0.0], [0.0, 0.0, 0.0], [0.0, 0.0, 0.0], [0.0, 0.0, 0.0], [-0.1, 0.0, 0.0], [0.0, 0.0, 0.0], [0.0, 0.0, 0.0], [0.0, 0.0, 0.0], [0.0, 0.0, 0.0], [-0.1, 0.0, 0.0], [0.0, 0.0, 0.0], [0.0, 0.0, 0.0], [0.0, 0.0, 0.0], [0.0, 0.0, 0.0], [0.0, 0.0, 0.0], [0.0, 0.0, 0.0], [0.0, 0.0, 0.0], [0.0, 0.0, 0.0], [0.0, 0.0, 0.0], [0.0, 0.0, 0.0], [0.0, 0.0, 0.0], [0.0, 0.0, 0.0], [0.0, 0.0, 0.0], [0.0, 0.0, 0.0], [0.0, 0.0, 0.0], [0.0, 0.0, 0.0], [0.0, 0.0, 0.0], [0.0, 0.0, 0.0], [0.0, 0.0, 0.0], [0.1, 0.0, 0.0], [0.0, 0.0, 0.0], [-0.1, -0.1, 0.1], [0.0, 0.0, 0.0], [0.0, 0.0, 0.0], [0.0, 0.0, 0.0], [0.0, 0.0, 0.0], [0.0, 0.0, 0.0], [0.0, 0.0, 0.0], [0.0, 0.0, 0.0], [0.0, 0.0, 0.0], [0.0, 0.1, 0.0], [0.0, 0.0, 0.0], [0.0, 0.0, 0.0], [0.0, 0.0, 0.0], [0.0, 0.0, 0.0], [0.0, 0.0, 0.0], [0.0, 0.0, 0.0], [0.0, 0.0, 0.0], [0.0, 0.0, 0.0], [0.0, 0.0, 0.0], [0.0, 0.0, 0.0], [0.0, 0.0, 0.0], [0.0, 0.0, 0.0], [0.0, 0.0, 0.1], [0.0, 0.0, 0.0], [0.0, 0.0, 0.0], [0.0, 0.0, 0.0], [0.0, 0.0, 0.0], [0.0, 0.0, 0.0], [0.0, 0.0, 0.0], [0.0, 0.0, 0.0], [0.0, 0.0, 0.0], [0.0, 0.0, 0.0], [0.0, 0.0, 0.0], [0.0, 0.0, 0.0], [0.0, 0.0, 0.0], [0.0, 0.0, 0.0], [0.0, 0.0, 0.0], [0.0, 0.0, 0.0], [0.0, 0.0, 0.0], [0.0, 0.0, 0.0], [0.0, 0.0, 0.0], [0.0, 0.0, 0.0], [0.0, 0.0, 0.0], [0.0, 0.0, 0.0], [0.0, 0.0, 0.0], [0.0, 0.0, 0.0], [0.0, 0.0, 0.0], [0.0, 0.0, 0.0]]
}